Here is 2 unconnected molecules or ions with the total composition C19H24BClN3O5S at a distorted geometry from the Open Molecules 2025 dataset. Energies are from the ωB97M-V functional and the def2-TZVPD basis.

Results
* electronic energy: -2161.77748 Ha
* total charge: +1
* Kohn-Sham gap: 8.00 eV
* spin multiplicity: 1

Structure (XYZ):
```
54
Properties=species:S:1:pos:R:3:mulliken_charge:R:1
Cl 6.71425 -2.69262 -1.29300 -0.1494
S -2.30391 -0.62117 -1.02145 -0.1555
O 2.75481 -1.24627 -7.76299 -0.5054
O 4.29175 -3.15989 -4.40665 -0.5038
O 4.07535 -0.06426 -5.94431 -0.5680
O 4.92310 -3.99481 0.31992 -0.4434
O 1.15177 -4.01327 -0.97804 -0.5377
N -3.02524 2.12008 5.22619 0.1811
N 3.07173 -3.27536 -2.25698 0.0514
N -1.17830 2.12558 4.10707 0.0843
C 0.34555 -0.47611 -5.36686 -0.6017
C -4.42718 2.58927 7.22152 -1.1390
C -0.51991 1.47841 -0.04387 -0.7617
C -1.93302 1.40535 4.94087 -0.0470
C 0.08895 1.67045 3.54180 -0.9238
C 3.72402 -2.46969 -1.18119 -0.3250
C -0.46312 -1.69169 -3.02431 0.2337
C -1.49915 -2.05910 -1.87218 -0.5101
C 3.33439 -2.88651 -3.65186 0.0988
C 0.97492 -2.31622 -2.95023 -0.1245
C -1.79220 3.33669 3.86508 -0.4021
C 2.04156 -2.04172 -4.05620 0.4023
C 5.08807 -3.15816 -0.60992 0.3308
C -4.12909 1.64637 6.07005 -0.3831
C 1.76431 -1.11240 -5.26614 0.0425
C -2.96262 3.32884 4.55915 -0.3851
C 1.62942 -3.30591 -1.88980 0.1036
C -1.38428 0.95903 -1.30245 -0.3765
C -0.74456 -0.79145 -4.26436 -0.3457
B 2.91397 -0.81556 -6.39325 0.5944
H -5.00946 1.52527 5.43311 0.3013
H -2.18405 1.77491 -1.49680 0.3179
H 0.02997 0.20956 -6.21702 0.3608
H 3.61944 -1.02890 -8.19329 0.3292
H 3.95334 -1.38710 -1.49694 0.3654
H -5.20834 2.17199 7.85983 0.3676
H 0.78363 1.45520 4.35490 0.3692
H -3.76549 4.03667 4.66519 0.4373
H -1.79294 -0.32184 -4.34439 0.3823
H -1.70567 0.41446 5.30819 0.3889
H 0.51194 2.43981 2.89616 0.3251
H 3.01891 -2.39533 -0.26958 0.3351
H -1.31943 4.05209 3.21553 0.4571
H -0.09045 0.76633 2.95851 0.3720
H -3.53448 2.75672 7.82922 0.3321
H -2.35222 -2.67159 -2.36274 0.3732
H -0.98623 -2.76576 -1.13737 0.3301
H 3.78738 0.35019 -5.09211 0.3335
H -3.86262 0.66156 6.46137 0.3071
H -0.69652 0.97738 -2.21270 0.2443
H 0.17236 2.31480 -0.45021 0.3245
H -1.21765 2.00420 0.70681 0.1952
H -4.77235 3.56045 6.85876 0.3531
H 0.09558 0.63101 0.40995 0.1633
```



Here is a molecular structure, C19H24BF8N4NiO3 from the Open Molecules 2025 dataset. Energies are from the ωB97M-V functional and the def2-TZVPD basis.

Results
* electronic energy: -3515.42607 Ha
* expectation value of S²: 2.006
* total charge: -1
* Kohn-Sham gap (alpha / beta): 7.55 / 7.67 eV
* relative energy (zero: lowest compared OMol25 entry of this formula, charge and spin): 0.0 kJ/mol
* spin multiplicity: 3

Structure (XYZ):
```
60
Properties=species:S:1:pos:R:3:mulliken_charge:R:1
Ni -0.04961 0.61482 -0.86703 1.2994
F -1.44014 -1.47096 -1.30527 -0.2777
F -2.90271 2.09087 -3.75852 -0.3654
F 2.94957 -3.32328 -1.37297 -0.3461
F -1.18292 3.51463 -3.15164 -0.4287
F -1.08335 1.29480 -2.57443 -0.4480
F 1.90224 -5.70546 -1.61934 -0.3386
F -2.44683 -3.93552 -1.48375 -0.3275
F -0.84357 1.91625 -4.78501 -0.3625
O 2.97449 2.32650 2.37152 -0.6505
O 2.02616 1.03942 3.82927 -0.7100
O 1.28537 1.10930 1.78279 -0.6967
N 2.11847 1.50806 2.68076 0.8453
N 1.69640 1.69652 -1.46670 0.9373
N 1.20116 -0.96005 -1.05852 0.0601
N -0.32274 -0.63619 2.81660 0.6224
C -3.45035 0.36802 1.78234 -0.1650
C -0.58952 -2.51980 -1.34021 -0.2605
C 0.79952 -2.23363 -1.26520 0.3559
C -4.18960 1.46052 1.35787 -0.6674
C -3.60639 2.37013 0.48782 -0.8858
C 2.60132 -0.60584 -1.26800 -0.9791
C 1.74678 1.77961 -2.93435 -1.2520
C -1.11209 -3.78118 -1.45308 -0.0204
C -2.14973 0.17179 1.31868 1.7605
C 0.55836 -1.77516 3.12632 -0.8551
C 1.77984 3.05209 -0.90646 -1.0630
C 1.05614 -4.66037 -1.52476 0.2286
C -1.37777 -1.02000 1.81883 -0.9200
C -2.30648 2.16800 0.03609 -0.6946
C -0.30016 -4.89777 -1.54426 -0.5846
C 2.80195 0.87233 -0.96371 -0.8801
C 1.59777 -3.39837 -1.39524 0.4923
C -1.54119 1.05322 0.41615 -0.3607
C -0.89925 -0.04601 4.04015 -0.8548
B -1.53254 2.23028 -3.60971 0.1333
H -3.88912 -0.34987 2.47127 0.3578
H -2.03288 -1.74954 2.30195 0.5699
H -0.09593 0.40610 4.61320 0.3272
H 0.98405 2.46110 -3.29373 0.3893
H 1.33345 -1.43695 3.80928 0.3627
H 2.72667 3.53072 -1.19241 0.3484
H 0.95079 3.64729 -1.29138 0.2352
H -0.02201 -2.57945 3.58018 0.3933
H -1.89379 2.89476 -0.65555 0.3088
H -0.70939 -5.89223 -1.64653 0.4804
H 2.89790 -0.82143 -2.30256 0.4718
H 3.75037 1.20987 -1.40115 0.3444
H 2.85287 1.02383 0.11141 0.1164
H 2.73117 2.14819 -3.25192 0.2940
H 3.27799 -1.16448 -0.62088 0.4858
H -4.17405 3.22349 0.13437 0.4221
H 1.56166 0.80537 -3.38330 0.2826
H -1.38745 -0.82885 4.62358 0.3596
H -0.85662 -1.50031 0.99056 -0.2385
H 1.01784 -2.12758 2.20401 0.1821
H -5.20981 1.59511 1.69720 0.3589
H -1.62446 0.71212 3.75961 0.3186
H 1.72748 3.00723 0.17826 0.1959
H 0.31467 0.11798 2.34745 0.2933
```



Here is a molecular structure, C19H24Br2FeN4O3PS from the Open Molecules 2025 dataset. Energies are from the ωB97M-V functional and the def2-TZVPD basis.

Results
* electronic energy: -8333.66229 Ha
* expectation value of S²: 6.010
* total charge: +3
* Kohn-Sham gap (alpha / beta): 8.35 / 8.17 eV
* spin multiplicity: 5

Structure (XYZ):
```
55
Properties=species:S:1:pos:R:3:mulliken_charge:R:1
Br 6.43672 1.04386 2.92088 -0.0426
Br 1.31844 6.73600 1.10323 -0.0464
Fe 0.29905 0.10115 0.51964 0.4461
S -2.99567 0.20672 -0.38741 0.2597
P 1.33137 -1.96092 -2.15914 1.1379
O 1.11267 -0.96826 -1.06043 -0.2034
O -1.58185 0.03293 0.20855 -0.3873
O 0.22448 -2.50326 -3.01165 -1.0716
N 1.82950 -1.23285 -4.74141 -0.2482
N 1.32943 -4.68204 -1.94140 -0.2396
N 0.57562 2.21249 0.43625 -0.0970
N 2.03545 0.33333 1.65651 -0.1839
C -4.92840 -0.36696 3.09398 -0.7327
C 2.78574 -0.66496 2.14520 -0.2321
C 2.12011 -3.49212 -1.45099 -0.8475
C -4.00513 -0.50835 2.07621 -0.3118
C -6.02408 1.41719 1.88542 -0.5909
C 4.09314 -0.50547 2.54606 -0.7269
C 2.49148 -1.17593 -3.38383 -0.8828
C 4.66724 0.75645 2.42455 -0.0289
C -5.09394 1.29958 0.86152 -0.4155
C 1.02054 4.91985 0.82643 -0.0784
C -0.30076 3.12174 0.00391 -0.1385
C 1.93646 3.98051 1.29345 -0.6744
C -3.36677 -1.42385 -1.01280 -0.9849
C -0.11974 4.48050 0.16661 -0.7452
C 2.58491 1.56374 1.57178 0.7980
C -4.10447 0.33010 0.96894 0.8030
C -5.93746 0.58901 2.99344 -0.4537
C 3.89736 1.80437 1.93274 -0.5800
C 1.68240 2.64136 1.07194 0.9335
H -3.21583 -1.24634 2.14692 0.3411
H 4.64877 -1.33653 2.95539 0.4703
H 2.37139 -1.77017 -5.42064 0.3579
H -2.61679 -1.66787 -1.76345 0.3246
H -5.14354 1.94796 -0.00441 0.4013
H -6.65980 0.68700 3.79248 0.4243
H 0.90751 -1.69788 -4.61366 0.3372
H 4.32489 2.79141 1.83937 0.4349
H -0.85613 5.18050 -0.20046 0.4605
H 2.64628 -0.13454 -3.11320 0.3775
H 2.06630 -3.46112 -0.36574 0.3045
H 0.94720 -5.23962 -1.17557 0.3540
H -3.36714 -2.13913 -0.19239 0.3798
H 3.46355 -1.66018 -3.44656 0.4089
H 1.68523 -0.30423 -5.14206 0.3580
H 3.16297 -3.61952 -1.73299 0.4510
H 2.80978 4.30394 1.83984 0.4398
H 0.54591 -4.30538 -2.51657 0.3506
H -4.35466 -1.37523 -1.47067 0.4087
H -6.80734 2.15925 1.81881 0.4177
H -1.18368 2.74209 -0.49459 0.4441
H -4.87193 -1.00137 3.96768 0.4022
H 1.88665 -5.31367 -2.51966 0.3551
H 2.29656 -1.62525 2.25391 0.5620
```



Here is 2 unconnected molecules or ions with the total composition C19H24Br2N3O2S at a distorted geometry from the Open Molecules 2025 dataset. Energies are from the ωB97M-V functional and the def2-TZVPD basis.

Results
* electronic energy: -6598.84715 Ha
* total charge: +1
* Kohn-Sham gap: 6.39 eV
* spin multiplicity: 1

Structure (XYZ):
```
51
Properties=species:S:1:pos:R:3:mulliken_charge:R:1
Br 2.69768 3.96463 0.02605 -0.0235
Br 0.24164 3.49144 -2.54122 -0.0437
S 2.86073 -0.67626 1.56612 -0.0668
O -0.96889 -1.82576 3.91081 -0.3250
O 1.35243 -1.59153 4.28631 -0.4044
N -3.67497 -2.15046 2.59192 -0.6589
N 0.15205 3.43737 2.82620 0.0472
N -2.01715 1.59645 -6.32512 -0.5306
C 0.26950 -1.09084 3.91755 -0.0009
C -1.11140 -2.57037 2.66460 -0.1658
C -1.07959 -0.43036 -7.22434 -0.3247
C -0.92306 1.71008 -5.55540 -0.0543
C -0.19615 1.49334 4.58097 -0.5885
C -1.44786 2.15104 -0.36144 -0.8625
C 0.95872 3.06067 0.34185 -0.3980
C 0.26388 0.45755 3.47962 0.8898
C 3.48206 -2.09786 0.54534 -0.3904
C 0.57899 2.50194 1.79572 -0.0944
C 0.68438 0.97815 2.05708 0.3919
C 1.19965 -0.08650 0.95015 -0.6962
C -2.07296 0.53246 -7.14207 -0.2347
C 0.12548 0.80448 -5.56618 -0.1449
C 0.04090 -0.28706 -6.41886 -0.3434
C -0.03209 2.87594 -0.68052 0.3242
C 3.94377 -3.25518 1.60920 -0.8172
C -2.39700 -2.17106 1.79454 -0.1086
C -0.20422 2.99676 4.17003 -0.3285
H -0.50468 3.77330 4.96791 0.3528
H 0.10862 4.45763 2.66079 0.3296
H 1.39343 0.45328 -0.04872 0.4398
H -1.29521 1.00587 -0.27820 0.1435
H -1.17787 -3.69710 2.92676 0.3663
H -2.25666 -1.16798 1.24841 -0.0063
H -4.44269 -1.98655 1.91908 0.2512
H 4.45608 -1.81090 -0.01053 0.3299
H -0.17679 -2.45344 2.01525 0.0455
H 2.71785 -2.53084 -0.18858 0.3158
H -2.96668 0.46652 -7.75424 0.3655
H -1.17892 -1.26993 -7.90094 0.3644
H 0.84071 -1.01882 -6.45550 0.3636
H 3.43583 -3.05305 2.62851 0.1965
H -2.54816 -2.97552 0.97135 0.3230
H 0.98617 0.94837 -4.92430 0.3257
H 0.44318 -0.91740 0.74801 0.3013
H -0.90502 2.57790 -4.90377 0.1981
H 3.73406 -4.31075 1.23083 0.2782
H -0.49771 1.15088 5.63903 0.4152
H -3.85246 -3.10868 2.95120 0.2577
H -1.89606 2.49156 0.63494 0.2857
H 5.08145 -3.16660 1.80346 0.2883
H -2.22501 2.32320 -1.17968 0.4210
```



What is the electronic energy in the first record? -2161.77748 Ha